No. 1
{
  "formula": "C3H5NO2",
  "method": "ωB97M-V/def2-TZVPD",
  "mol_weight_g_mol": 87.08,
  "multiplicity": 1,
  "total_charge": 0,
  "e_above_lowest_kj_mol": 162.29,
  "smiles": "COC=O.C#N",
  "symbols": ["C", "O", "C", "O", "H", "H", "H", "H", "C", "N", "H"],
  "positions_angstrom": [[-0.56, -0.91, -1.24], [0.12, 0.05, -0.43], [1.33, -0.25, 0.02], [1.89, 0.44, 0.83], [-1.20, -0.35, -1.92], [-1.17, -1.56, -0.61], [0.16, -1.51, -1.82], [1.77, -1.17, -0.40], [-0.75, 1.77, 1.86], [-1.87, 1.93, 2.09], [0.28, 1.58, 1.63]],
  "mulliken_charge": [-0.6342, -0.2584, 0.2660, -0.5035, 0.2189, 0.2800, 0.3336, 0.2784, 0.1654, -0.3931, 0.2469]
}

=====

No. 2
{
  "formula": "C3H5NO2",
  "method": "ωB97M-V/def2-TZVPD",
  "mol_weight_g_mol": 87.08,
  "multiplicity": 1,
  "total_charge": 0,
  "e_above_lowest_kj_mol": 393.51,
  "symbols": ["N", "C", "C", "O", "C", "O", "H", "H", "H", "H", "H"],
  "positions_angstrom": [[1.67, -0.19, 0.30], [0.74, -0.63, -0.52], [-0.53, -1.00, 0.27], [-1.38, 0.27, 0.38], [-0.82, 1.37, 0.20], [0.62, -0.64, -1.76], [2.46, 0.11, -0.28], [-1.21, -1.67, -0.25], [-0.36, -1.26, 1.31], [-1.47, 2.24, 0.27], [0.27, 1.40, 0.07]],
  "mulliken_charge": [-0.7577, 0.3294, -0.2261, -0.1560, -0.0332, -0.6702, 0.2595, 0.2609, 0.2821, 0.2923, 0.4190]
}

=====

No. 3
{
  "formula": "C3H5NO2",
  "method": "ωB97M-V/def2-TZVPD",
  "mol_weight_g_mol": 87.08,
  "multiplicity": 1,
  "total_charge": 0,
  "e_above_lowest_kj_mol": 580.58,
  "symbols": ["C", "C", "N", "C", "O", "O", "H", "H", "H", "H", "H"],
  "positions_angstrom": [[0.79, 0.45, 0.13], [-0.57, 0.36, 0.45], [0.01, -1.98, -0.42], [-1.69, 0.89, 0.02], [1.37, 1.67, 0.22], [1.48, -0.54, -0.16], [2.33, 1.55, 0.12], [0.89, -2.48, -0.56], [-0.23, -2.14, 0.57], [-1.72, 1.63, -0.79], [-2.65, 0.60, 0.42]],
  "mulliken_charge": [0.8182, -0.0776, -0.5439, -0.5633, -0.4431, -0.5349, 0.3593, 0.2552, 0.2382, 0.2392, 0.2527]
}

=====

No. 4
{
  "formula": "C3H5NO2",
  "method": "ωB97M-V/def2-TZVPD",
  "mol_weight_g_mol": 87.08,
  "multiplicity": 1,
  "total_charge": 0,
  "e_above_lowest_kj_mol": 36.42,
  "smiles": "CC(=O)NC=O",
  "symbols": ["C", "C", "O", "N", "C", "O", "H", "H", "H", "H", "H"],
  "positions_angstrom": [[1.46, 0.49, 0.36], [0.13, -0.08, 0.80], [-0.03, -0.89, 1.67], [-0.92, 0.34, -0.05], [-1.61, -0.67, -0.73], [-1.85, -0.60, -1.91], [1.60, 0.15, -0.68], [2.27, 0.12, 0.98], [1.46, 1.58, 0.34], [-0.66, 1.08, -0.69], [-1.87, -1.52, -0.10]],
  "mulliken_charge": [-1.1085, 0.7035, -0.5214, -0.2306, 0.0287, -0.5121, 0.3210, 0.3119, 0.3565, 0.2738, 0.3774]
}